Density functional theory data (ωB97M-V/def2-TZVPD) for C36H31Cl2GaN3O4S2 as an isolated structure in a non-equilibrium geometry.

As for the relative energy (zero: lowest compared OMol25 entry of this formula, charge and spin): 919.3 kJ/mol. The value obtained for the HOMO energy is -0.335 Ha. The calculation puts the electronic energy at -5496.79194 hartree. As for the total charge: +1.

Geometry as XYZ:
```
79
Properties=species:S:1:pos:R:3:lowdin_charge:R:1
Ga -0.19244 0.27460 -1.04205 0.468
C -4.12050 1.82334 -0.25831 -0.018
C -2.99550 1.00559 -0.33073 -0.095
N -1.82147 1.43923 -0.75250 0.086
C -1.67347 2.73834 -1.12933 -0.100
C -2.77654 3.61850 -1.13183 -0.144
C -4.00988 3.12398 -0.67316 0.023
C -2.61023 4.94059 -1.60205 -0.045
C -1.38194 5.31054 -2.06132 -0.061
C -0.27108 4.44390 -2.03561 0.006
C -0.35557 3.15437 -1.53257 -0.183
N 0.58851 2.18986 -1.36038 0.057
C 1.95559 2.34296 -1.49289 -0.175
C 2.72867 3.45021 -1.82890 0.008
C 4.12609 3.38326 -1.88532 -0.074
C 4.79540 2.22421 -1.59310 -0.043
C 4.06361 1.08884 -1.21139 -0.194
C 4.73443 -0.11679 -0.79361 -0.077
C 4.15133 -1.21369 -0.33391 -0.186
C 1.73615 -2.44765 -1.43357 -0.441
N 1.83707 0.13614 -0.78885 -0.226
C 2.68100 1.16468 -1.15738 -0.199
H -5.05501 1.41656 0.09966 0.114
H -3.04654 -0.02665 -0.03671 0.056
H -4.86718 3.78571 -0.65779 0.128
H -3.45378 5.61673 -1.61205 0.114
H -1.23723 6.30573 -2.46153 0.114
H 0.64247 4.82203 -2.45194 0.083
H 2.28253 4.40179 -2.04600 0.081
H 4.67680 4.26904 -2.17017 0.109
H 5.87481 2.16836 -1.64909 0.115
H 5.82041 -0.12740 -0.82651 0.137
H 4.54296 -2.14774 0.03470 0.090
H 0.97877 -3.05117 -0.95465 0.054
O -0.71568 0.22564 1.38071 -0.519
S 0.23185 -0.21520 2.46982 0.999
C -0.56462 -1.22965 3.76315 -0.293
C -1.80713 -2.01212 3.32083 -0.196
C -1.70910 -2.84817 1.99580 -0.190
C -2.79622 -2.42285 0.99327 -0.316
S -2.53879 -2.39572 -0.81509 1.102
O -1.44581 -1.40235 -1.14176 -0.498
C -1.78587 -3.97930 -1.11590 -0.366
C -0.88816 -4.04219 -2.17217 -0.088
C -0.35472 -5.27102 -2.53167 -0.042
C -0.73445 -6.41939 -1.85220 -0.049
C -1.66402 -6.34823 -0.82256 -0.054
C -2.20386 -5.12654 -0.45245 -0.075
C 0.58738 1.26577 3.38625 -0.396
C -0.41194 2.21097 3.58087 -0.066
C -0.10077 3.38109 4.25084 -0.056
C 1.19198 3.59603 4.71828 -0.058
C 2.18129 2.64785 4.51085 -0.061
C 1.88235 1.47280 3.83352 -0.076
H -0.74514 -0.59650 4.62791 0.098
H 0.24751 -1.92543 3.97936 0.094
H -2.64175 -1.31418 3.24145 0.111
H -2.04660 -2.68595 4.14402 0.118
H -1.82173 -3.90678 2.22096 0.107
H -0.72029 -2.74916 1.53896 0.104
H -3.05892 -1.38080 1.17296 0.057
H -3.71730 -3.00373 1.09663 0.102
H -0.64134 -3.14420 -2.72259 0.101
H 0.34195 -5.33004 -3.35772 0.120
H -0.31991 -7.37699 -2.13666 0.115
H -1.97518 -7.24762 -0.30866 0.115
H -2.94350 -5.08397 0.33628 0.109
H -1.40583 2.04277 3.18533 0.116
H -0.86450 4.13121 4.40564 0.113
H 1.42805 4.51435 5.23874 0.113
H 3.18867 2.82457 4.86216 0.113
H 2.65361 0.73417 3.64765 0.111
Cl 2.33087 -1.38931 -0.37966 1.178
C 1.73116 -2.17389 -2.89850 -0.622
Cl 3.37165 -1.80077 -3.51285 0.715
C 0.73980 -1.12593 -3.54565 -0.631
O 0.64007 -1.23567 -4.74475 0.078
O 0.07266 -0.26514 -2.84538 -0.009
H 1.45402 -3.10638 -3.38514 0.083
```

***

Density functional theory data (ωB97M-V/def2-TZVPD) for C36H31MnN2OP2Te as an isolated structure.

Its spin multiplicity is 6. As for the relative energy (zero: lowest compared OMol25 entry of this formula, charge and spin): 77.3 kJ/mol. The value obtained for the HOMO energy (alpha / beta) is -0.333 / -0.344 Ha. The calculation puts the electronic energy at -3676.67986 hartree. As for the total charge: +1.

Geometry as XYZ:
```
74
Properties=species:S:1:pos:R:3:mulliken_spin:R:1
Mn -1.54160 -1.40506 -0.17994 4.598
Te -0.49304 1.28217 2.45894 0.012
C 1.30512 2.29336 2.83068 0.001
C 2.16919 1.84345 3.81881 0.004
C 3.34928 2.54168 4.04224 0.000
N 3.71560 3.61561 3.35221 0.001
C 2.87282 4.04670 2.41752 0.000
C 1.66094 3.43739 2.12685 0.001
C -0.27571 0.80412 0.42297 0.023
P -1.88851 1.07572 -0.35800 0.022
C -2.05923 2.84141 -0.75248 0.032
C -3.30958 3.35873 -1.07012 0.016
C -3.43296 4.69422 -1.41815 0.002
C -2.31324 5.51610 -1.43934 0.001
C -1.06570 5.00055 -1.12109 0.000
C -0.93846 3.66207 -0.77929 -0.002
C -1.64615 0.36014 -2.05121 -0.003
C -2.49102 -0.67384 -2.46481 0.040
C -2.30405 -1.30650 -3.69541 0.028
C -1.27255 -0.89664 -4.51929 0.004
C -0.44015 0.15209 -4.12881 0.006
C -0.62210 0.77440 -2.91029 0.029
P 0.73551 -0.54230 -0.12755 0.106
C 1.59768 -1.26268 1.29604 -0.046
C 1.22671 -2.50753 1.79252 0.030
C 1.86910 -3.05261 2.89432 0.011
C 2.90641 -2.36069 3.50337 0.001
C 3.30450 -1.13022 2.99915 0.000
C 2.65567 -0.58657 1.90195 -0.005
C 2.07684 0.03335 -1.20209 0.018
C 2.64671 -0.83155 -2.12905 -0.001
C 3.68312 -0.39423 -2.93969 0.002
C 4.15006 0.90905 -2.82756 0.002
C 3.57951 1.77661 -1.90643 0.002
C 2.53964 1.34218 -1.09789 0.003
H 1.94954 0.95746 4.39969 0.000
H 4.03962 2.20785 4.80951 0.000
H 3.17492 4.93682 1.87584 0.000
H 1.01183 3.86512 1.37664 -0.001
H -4.18824 2.72510 -1.03796 0.000
H -4.40658 5.09614 -1.66441 0.000
H -2.41543 6.56014 -1.70252 0.000
H -0.19071 5.63756 -1.14121 0.000
H 0.02706 3.22789 -0.55132 0.010
H -3.36121 -0.93214 -1.85603 -0.032
H -2.97852 -2.09165 -4.01201 0.003
H -1.12044 -1.37514 -5.47716 0.000
H 0.35652 0.47752 -4.78460 0.001
H 0.03262 1.58272 -2.60909 0.001
H 0.45103 -3.08594 1.29597 0.000
H 1.57982 -4.02895 3.26129 0.000
H 3.41650 -2.78785 4.35607 0.000
H 4.12307 -0.59273 3.45845 0.000
H 2.97903 0.37078 1.51404 -0.001
H 2.28008 -1.84755 -2.22148 -0.001
H 4.12395 -1.06987 -3.66056 0.000
H 4.95726 1.24963 -3.46197 0.000
H 3.94411 2.79178 -1.81798 0.000
H 2.07003 2.01771 -0.39129 -0.004
O -1.95977 -1.62892 1.91833 0.026
C -2.41129 -2.87544 2.42270 -0.010
C -2.83258 -3.73373 1.25614 0.039
C -3.54965 -4.90628 1.45374 -0.004
C -3.85866 -5.69260 0.36205 0.007
C -3.44677 -5.29311 -0.90447 0.002
C -2.75218 -4.11034 -1.02211 0.044
N -2.45247 -3.33902 0.03696 -0.023
H -1.34044 -1.18040 2.52748 -0.003
H -3.24897 -2.73200 3.10910 0.003
H -1.60419 -3.37587 2.96757 0.000
H -3.85490 -5.18948 2.45167 0.000
H -4.41586 -6.61029 0.49129 0.000
H -3.66463 -5.88479 -1.78094 0.000
H -2.41378 -3.75079 -1.98649 0.006
```

***

Density functional theory data (ωB97M-V/def2-TZVPD) for C36H31N4O4PSSm as an isolated structure in a non-equilibrium geometry.

Its spin multiplicity is 6. As for the relative energy (zero: lowest compared OMol25 entry of this formula, charge and spin): 0.0 kJ/mol. The value obtained for the HOMO energy (alpha / beta) is -0.148 / -0.147 Ha. The calculation puts the electronic energy at -3308.13310 hartree. As for the total charge: -1.

Geometry as XYZ:
```
78
Properties=species:S:1:pos:R:3:mulliken_spin:R:1
Sm -0.73697 -1.63470 -1.25423 5.068
N -5.23099 -1.08286 0.14776 0.000
C -3.93613 -1.54823 0.10666 0.000
S -3.52954 -2.68125 -1.13959 -0.011
N -3.22594 -1.15631 1.13981 0.000
N -1.89389 -1.52726 1.02616 -0.002
C -1.29324 -1.86475 2.09182 0.000
C -1.97442 -2.08227 3.40100 0.000
C -1.47899 -1.48184 4.55229 0.000
C -2.09254 -1.68913 5.78203 0.000
C -3.20692 -2.51377 5.86644 0.000
C -3.70425 -3.12217 4.71649 0.000
C -3.09584 -2.90072 3.48818 0.000
C 0.17991 -2.13726 1.97906 0.002
C 0.83650 -2.90156 2.92349 0.001
C 2.18438 -3.17990 2.76135 0.000
C 2.83871 -2.67958 1.65791 0.001
C 2.10799 -1.93128 0.75260 0.004
N 0.80980 -1.65433 0.90180 -0.010
H -5.75656 -1.18929 -0.70109 0.000
H -5.37194 -0.24641 0.68920 0.000
H -0.60556 -0.84061 4.48535 0.000
H -1.69828 -1.20712 6.66838 0.000
H -3.68685 -2.68167 6.82378 0.000
H -4.57414 -3.76589 4.77225 0.000
H -3.48099 -3.36574 2.58789 0.000
H 0.28339 -3.29826 3.76315 0.000
H 2.70208 -3.79748 3.48581 0.000
H 3.88415 -2.87951 1.46594 0.000
H 2.56787 -1.57825 -0.15697 -0.004
C 0.96817 0.66220 -4.67424 -0.002
C 1.65245 1.87714 -4.09018 0.001
C 2.31232 2.75219 -4.95775 0.000
C 2.94487 3.89921 -4.50486 0.000
C 2.93374 4.19526 -3.14707 0.000
C 2.28652 3.33356 -2.27317 0.000
C 1.64143 2.18027 -2.72156 0.003
P 0.68870 1.13037 -1.53004 -0.009
C 1.55075 1.40874 0.07440 -0.005
C 0.80357 1.71225 1.21553 0.005
C 1.38565 1.74673 2.47559 0.000
C 2.74091 1.47905 2.61238 0.000
C 3.48583 1.15863 1.48697 0.000
C 2.91341 1.09760 0.21604 0.001
C 3.78653 0.63906 -0.93617 -0.001
C -0.85221 2.06481 -1.37796 -0.016
C -0.88635 3.35680 -0.81677 0.004
C -2.06876 3.99926 -0.52872 -0.004
C -3.26450 3.31215 -0.80196 0.002
C -3.24867 2.07618 -1.40159 -0.002
C -2.04303 1.41938 -1.78406 -0.006
C -2.08338 0.15860 -2.50288 0.001
H 1.43728 0.38335 -5.61871 0.000
H -0.08317 0.87484 -4.88033 0.000
H 1.00094 -0.20454 -4.01582 0.003
H 2.32607 2.51485 -6.01690 0.000
H 3.44772 4.55675 -5.20556 0.000
H 3.42652 5.08277 -2.76732 0.000
H 2.29092 3.55944 -1.21076 0.000
H -0.25811 1.90562 1.12188 -0.001
H 0.77644 1.97761 3.34273 0.000
H 3.21141 1.49994 3.58871 0.000
H 4.53799 0.91099 1.59174 0.000
H 4.59087 0.00233 -0.56033 0.000
H 4.23985 1.48493 -1.45526 0.000
H 3.24400 0.06093 -1.68636 0.000
H 0.05044 3.84945 -0.56415 0.000
H -2.07488 4.98640 -0.08394 0.000
H -4.21788 3.76966 -0.55559 0.000
H -4.18377 1.57764 -1.63487 0.000
H -1.38325 0.09356 -3.33190 0.000
H -3.07708 -0.13028 -2.81888 0.003
O 1.74353 -4.89081 -1.62485 0.000
C 0.94019 -3.98983 -1.60074 -0.003
O -0.04598 -3.74217 -0.77438 -0.011
C 0.96257 -2.76662 -2.55438 -0.004
O 1.75396 -1.85712 -2.28941 0.000
O -0.12534 -2.54971 -3.21132 -0.008
```